ORCA calculation (the ωB97M-V functional and the def2-TZVPD basis) on a 10-piece molecular cluster, H20O10 overall.

Structure (XYZ):
```
30
Properties=species:S:1:pos:R:3:forces:R:3
O -0.535 0.372 -1.517 -4.78 -0.24 2.55
H -1.384 0.242 -0.991 1.12 0.28 -0.98
H 0.067 0.489 -0.858 2.77 0.72 3.22
O -0.244 0.018 -3.508 0.35 2.15 -7.39
H 0.313 0.836 -3.588 -1.00 -1.40 0.07
H 0.079 -0.415 -2.786 1.33 -1.71 2.31
O -0.377 2.335 0.578 0.64 -0.84 0.81
H -0.809 2.941 -0.009 0.24 0.63 -0.75
H 0.585 2.476 0.633 -0.85 0.35 -0.11
O 1.982 0.924 2.189 0.79 1.10 -1.54
H 2.603 1.471 1.632 -0.55 -0.78 1.21
H 1.592 0.392 1.484 -0.09 -0.40 0.25
O -3.256 0.059 1.329 -0.85 2.00 0.53
H -2.645 0.762 1.588 -0.43 -0.10 0.38
H -2.695 -0.671 1.241 1.14 -1.76 -0.38
O 0.620 -3.005 1.175 -0.52 0.62 -0.29
H 0.030 -2.296 0.846 0.51 -0.58 0.11
H 0.640 -2.862 2.122 -0.08 -0.09 0.39
O -2.150 2.484 2.781 0.02 0.44 1.49
H -1.425 2.907 3.300 -0.77 -0.65 -1.02
H -1.866 2.399 1.877 0.86 0.41 -0.25
O -3.060 -1.343 -0.913 2.90 -1.74 -1.71
H -3.348 -2.036 -0.312 -0.37 -0.06 0.11
H -2.273 -1.822 -1.403 -2.37 1.44 1.12
O 2.773 -0.376 -2.210 -0.85 3.26 0.64
H 3.291 -0.486 -2.978 1.04 -0.96 -1.61
H 2.715 0.637 -2.282 -0.17 -2.09 0.64
O 2.948 -1.742 0.093 -1.44 1.15 2.19
H 3.372 -2.457 -0.296 1.52 -1.75 -1.69
H 2.458 -2.233 0.782 -0.09 0.58 -0.30
```
Forces are in eV/Å.

Output
**ΔE to the lowest compared entry with this formula, charge and spin**: 134.7 kcal/mol
**Maximum force**: 0.1497 Eh/bohr
**LUMO**: -0.34 eV
**Net charge**: 0
**Electronic energy**: -20796.7725 eV
**Kohn-Sham gap**: 9.15 eV
**SMILES**: O.O.O.O.O.O.O.O.O.O

These are the Löwdin partial charges, in e, on atoms 1 to 4: number 1, O, carries -0.066; number 2, H, carries 0.085; number 3, H, carries -0.023; number 4, O, carries -0.083